(1)
{"formula": "C7H8BNO2S", "method": "ωB97M-V/def2-TZVPD", "charge": 0, "multiplicity": 1, "de_lowest_kj_mol": 300.7, "homo_energy_ev": [-8.22, -8.22], "e_lumo_ev": [-1.5, -1.5], "elements": ["B", "C", "C", "C", "C", "C", "C", "C", "N", "O", "O", "S", "H", "H", "H", "H", "H", "H", "H", "H"], "coordinates": [[-0.05621, -1.61580, -2.20683], [1.27716, 0.03187, 2.50782], [0.95019, 1.34596, 2.61935], [0.78064, -0.69289, 1.41034], [0.30944, 2.05910, 1.56508], [0.11390, 0.03194, 0.49722], [-0.16144, 1.36252, 0.42039], [-1.72543, 0.38456, -2.01875], [-1.02994, -0.70669, -1.74928], [0.92513, -2.14781, -1.38608], [-0.34085, -2.26955, -3.42973], [-0.95356, 2.11974, -0.93255], [1.51930, -0.55006, 3.38992], [1.14773, 2.06412, 3.43638], [0.74003, -1.71041, 1.11511], [-0.08896, 3.08463, 1.71791], [-1.67254, 0.67889, -3.03335], [-2.77996, 0.54855, -1.72715], [1.21731, -2.85147, -1.97888], [-1.08594, -2.13776, -4.00670]], "mulliken_charge": [0.62, -0.64, -0.29, -0.31, -0.42, 0.14, 0.54, -0.48, -0.53, -0.50, -0.61, -0.23, 0.30, 0.31, 0.46, 0.31, 0.40, 0.33, 0.30, 0.30]}

=====

(2)
{"formula": "C7H8Br12FN2O", "method": "ωB97M-V/def2-TZVPD", "charge": 1, "multiplicity": 1, "homo_energy_ev": -11.80, "e_lumo_ev": -3.2, "elements": ["O", "C", "C", "N", "C", "F", "N", "H", "H", "H", "H", "C", "Br", "Br", "Br", "H", "C", "Br", "Br", "Br", "H", "C", "Br", "Br", "Br", "H", "C", "Br", "Br", "Br", "H"], "coordinates": [[2.96279, -2.30735, 3.60951], [1.72213, -1.68270, 3.73908], [1.72768, -0.23727, 3.76301], [0.33532, 0.04255, 3.91510], [-0.37641, -1.11737, 3.97286], [-1.70126, -1.23576, 4.12426], [0.42848, -2.23418, 3.85760], [3.30424, -2.34589, 4.53061], [2.60115, 0.44802, 3.69255], [-0.03860, 1.00200, 3.96266], [0.19050, -3.22803, 3.83961], [0.94102, 4.12747, 2.53025], [1.22205, 3.35432, 0.78031], [-0.91272, 4.01595, 3.07250], [2.12185, 3.35758, 3.85982], [1.19066, 5.18203, 2.45764], [-0.48730, 0.09248, -0.85947], [-1.98539, 1.24734, -0.45911], [-0.00055, -0.99938, 0.66672], [-0.80044, -0.97269, -2.43835], [0.36272, 0.73425, -1.07241], [-4.64298, -1.09551, -4.45093], [-6.11732, -1.04078, -5.70041], [-3.08271, -1.94462, -5.21938], [-4.23098, 0.65994, -3.74701], [-4.95852, -1.70863, -3.61260], [2.14098, -0.34991, -5.78761], [0.63877, 0.80423, -5.38977], [2.63214, -1.44320, -4.26683], [1.82439, -1.41848, -7.36739], [2.98830, 0.29359, -6.00278]], "mulliken_charge": [-0.44, -0.08, -0.02, 0.30, 0.01, -0.18, 0.11, 0.39, 0.35, 0.16, 0.27, -0.34, 0.04, -0.01, -0.03, 0.37, -0.27, 0.02, 0.03, 0.05, 0.29, -0.31, -0.03, -0.04, -0.02, 0.36, -0.30, -0.01, -0.03, 0.00, 0.34]}

=====

(3)
{"formula": "C7H8Br2O", "method": "ωB97M-V/def2-TZVPD", "charge": 0, "multiplicity": 1, "de_lowest_kj_mol": 720.0, "homo_energy_ev": [-8.95, -7.41], "e_lumo_ev": [0.2, -3.5], "elements": ["C", "C", "C", "C", "C", "C", "C", "O", "Br", "Br", "H", "H", "H", "H", "H", "H", "H", "H"], "coordinates": [[-1.11475, -0.25134, -0.31079], [-3.42532, -1.18630, 0.69562], [-3.63587, 0.25336, 0.43191], [1.28609, 1.90753, -2.18303], [1.59510, 1.99504, -0.56644], [-2.31999, -0.40240, 0.10080], [0.29303, 2.29428, -1.16269], [-0.12610, -0.10915, -0.97269], [0.90516, 0.28741, 2.70009], [-1.37589, 3.03781, -0.81018], [-3.52867, -1.45520, 1.79586], [-3.95894, -1.81626, 0.03046], [-4.29512, 0.61622, -0.33174], [-3.58630, 0.85136, 1.42650], [1.90753, 2.57060, -2.68083], [1.09246, 0.91025, -2.57974], [1.69152, 0.97761, -0.19128], [2.30382, 2.83870, -0.16788]], "mulliken_charge": [0.90, -0.60, -0.42, -0.44, -0.21, -0.30, -0.15, -0.49, -0.02, -0.15, 0.21, 0.25, 0.26, 0.17, 0.33, 0.20, 0.24, 0.22]}

=====

(4)
{"formula": "C7H8BrClN3", "method": "ωB97M-V/def2-TZVPD", "charge": 1, "multiplicity": 1, "homo_energy_ev": -11.88, "e_lumo_ev": -4.6, "smiles": "CC=[N+]=C[C@@H](Br)c1nc(Cl)c[nH]1", "elements": ["C", "C", "C", "C", "C", "C", "C", "N", "N", "N", "Cl", "Br", "H", "H", "H", "H", "H", "H", "H", "H"], "coordinates": [[-3.31848, -0.97581, -0.43277], [-2.92049, 0.38195, -0.19532], [-1.17841, -0.72605, -0.76937], [1.04339, 0.21811, -1.03568], [0.31223, -1.12661, -1.00123], [1.81185, 1.40423, 1.01008], [3.10589, 1.33268, 1.60134], [1.41579, 0.85983, -0.06957], [-1.57217, 0.44996, -0.37896], [-2.20288, -1.62233, -0.87341], [-3.84446, 1.63378, 0.45037], [1.00580, -2.34172, 0.51647], [-4.35182, -1.41038, -0.66891], [0.90300, 0.61105, -2.04029], [0.40255, -1.86486, -1.87067], [0.94631, 2.02521, 1.44618], [3.32303, 0.45813, 2.38749], [3.38735, 2.25355, 2.14506], [3.77565, 1.02615, 0.91849], [-2.04412, -2.58688, -1.13930]], "mulliken_charge": [-0.35, 0.28, 0.21, -0.17, -0.29, 0.29, -1.18, 0.11, -0.42, -0.02, -0.15, -0.06, 0.31, 0.37, 0.42, 0.38, 0.32, 0.34, 0.39, 0.22]}

=====

(5)
{"formula": "C7H8BrIO2Si", "method": "ωB97M-V/def2-TZVPD", "charge": 0, "multiplicity": 1, "de_lowest_kj_mol": 279.6, "homo_energy_ev": -8.68, "e_lumo_ev": -0.3, "smiles": "CO[Si@@](Br)(I)[C@H]1C=CC=CC1=O", "elements": ["C", "C", "C", "C", "C", "C", "C", "O", "O", "Si", "Br", "I", "H", "H", "H", "H", "H", "H", "H", "H"], "coordinates": [[-0.40115, 0.25357, 2.40626], [-0.02387, 1.22556, 1.55064], [-0.00891, -1.12543, 2.20348], [0.66135, 0.85347, 0.34269], [1.05744, -1.33649, 1.40273], [1.77681, -0.21968, 0.74676], [-0.36253, -0.66866, -3.36567], [2.97960, 0.00047, 0.91578], [-0.62850, 0.44123, -2.52202], [-0.92475, 0.82947, -0.95591], [-1.55946, 2.87739, -1.17241], [-2.65602, -0.58786, 0.03266], [-1.00817, 0.33583, 3.33224], [-0.14669, 2.27970, 1.65038], [-0.31754, -1.94054, 2.86838], [1.08127, 1.78211, 0.14001], [1.44825, -2.30819, 1.22973], [-0.72244, -0.29596, -4.26874], [-0.90471, -1.58077, -3.09781], [0.66004, -0.81522, -3.43916]], "mulliken_charge": [-0.52, -0.59, -0.31, -0.24, -0.47, 0.42, -0.68, -0.55, -0.27, 0.65, -0.24, -0.12, 0.29, 0.53, 0.42, 0.40, 0.41, 0.28, 0.30, 0.29]}

=====

(6)
{"formula": "C7H8ClN", "method": "ωB97M-V/def2-TZVPD", "charge": 0, "multiplicity": 1, "de_lowest_kj_mol": 18.2, "homo_energy_ev": -8.28, "e_lumo_ev": 0.9, "smiles": "Cl[C@H]1CCn2cccc21", "elements": ["C", "C", "C", "C", "C", "C", "C", "N", "Cl", "H", "H", "H", "H", "H", "H", "H", "H"], "coordinates": [[1.73425, -0.32801, 1.69246], [1.35711, 0.91569, 1.14852], [0.96844, -1.30195, 1.09653], [0.36249, 0.65195, 0.24082], [-1.57114, 0.23712, -1.02947], [-0.86576, -1.09593, -0.71893], [-0.51805, 1.31552, -0.74143], [0.14422, -0.69185, 0.21997], [0.41223, 1.69333, -2.26052], [2.48478, -0.48701, 2.44134], [1.76407, 1.87492, 1.39814], [0.95874, -2.36357, 1.24534], [-1.94034, 0.28404, -2.05136], [-2.40986, 0.38160, -0.34633], [-1.54274, -1.83846, -0.29052], [-0.40273, -1.51722, -1.61871], [-0.93572, 2.26981, -0.42584]], "mulliken_charge": [-0.49, -0.75, -0.50, 0.01, -0.73, -0.59, 0.14, 0.18, -0.23, 0.41, 0.45, 0.43, 0.40, 0.28, 0.37, 0.26, 0.36]}

=====

(7)
{"formula": "C7H8ClN2", "method": "ωB97M-V/def2-TZVPD", "charge": 1, "multiplicity": 3, "de_lowest_kj_mol": 0.0, "homo_energy_ev": [-9.20, -13.07], "s2": 2.039, "e_lumo_ev": [-4.5, -7.4], "elements": ["C", "C", "C", "C", "C", "C", "C", "N", "N", "Cl", "H", "H", "H", "H", "H", "H", "H", "H"], "coordinates": [[0.92603, 1.26618, -0.32263], [0.65487, 1.00513, -1.68388], [-0.17752, 1.07802, 0.54184], [-0.62054, 0.72154, -2.12612], [-0.05695, -1.65781, 0.61507], [1.87804, -3.08966, 0.49428], [-1.42998, 0.83552, -0.01982], [0.80808, -2.53540, 0.59844], [-1.63738, 0.76385, -1.33415], [-1.68230, -2.08780, 0.35763], [1.99194, 1.40466, -0.10167], [1.53123, 0.82617, -2.20013], [-0.15132, 1.33195, 1.55772], [-0.83754, 0.55028, -3.17753], [2.50340, -3.46848, 1.23805], [2.52828, -2.98702, -0.36674], [-2.24028, 0.77846, 0.62654], [-2.68604, 0.74700, -1.57341]], "mulliken_charge": [-0.43, -0.35, -0.29, -0.33, 0.27, -0.21, -0.77, 0.06, -0.02, -0.03, 0.39, 0.43, 0.49, 0.38, 0.30, 0.27, 0.53, 0.32]}

=====

(8)
{"formula": "C7H8ClN4", "method": "ωB97M-V/def2-TZVPD", "charge": 1, "multiplicity": 1, "de_lowest_kj_mol": 270.6, "homo_energy_ev": -14.23, "e_lumo_ev": -6.2, "elements": ["C", "C", "C", "C", "C", "C", "C", "N", "N", "N", "N", "Cl", "H", "H", "H", "H", "H", "H", "H", "H"], "coordinates": [[-2.43387, -0.46910, -1.65514], [-2.40256, 0.26942, -0.52835], [-1.60115, -1.58993, -1.86537], [-1.52035, -0.09211, 0.49856], [-0.67298, -1.96537, -0.86338], [-0.80696, -1.17433, 0.17711], [1.88955, 1.45922, 2.02617], [0.94229, 0.85179, 1.38660], [3.01408, 0.65932, 2.08810], [2.71386, -0.41067, 1.36322], [1.50829, -0.33050, 1.02072], [0.86432, 1.23525, -2.05347], [-2.91793, -0.08214, -2.51153], [-3.07546, 1.06213, -0.36341], [-1.60442, -2.16793, -2.77184], [-1.33095, 0.36204, 1.47462], [-0.19503, -2.93751, -1.04252], [1.92677, 2.30906, 2.69917], [3.87319, 0.85001, 2.70565], [1.82933, 2.16134, -1.78489]], "mulliken_charge": [-0.56, -0.37, -0.07, -0.37, -0.59, 0.75, -0.19, -0.25, 0.11, -0.65, 0.31, -0.24, 0.41, 0.47, 0.41, 0.46, 0.41, 0.39, 0.30, 0.25]}

=====

(9)
{"formula": "C7H8ClN4", "method": "ωB97M-V/def2-TZVPD", "charge": 1, "multiplicity": 1, "de_lowest_kj_mol": 254.7, "homo_energy_ev": -13.62, "e_lumo_ev": -5.8, "elements": ["C", "C", "C", "C", "C", "C", "C", "N", "N", "N", "N", "Cl", "H", "H", "H", "H", "H", "H", "H", "H"], "coordinates": [[-2.55785, -1.91976, 0.19788], [-1.71695, -2.37739, -0.85057], [-2.04919, -1.10487, 1.22582], [-0.44675, -1.89958, -0.87341], [-0.71963, -0.64730, 1.19262], [0.07981, -1.00811, 0.09195], [3.83449, 1.26435, 0.02536], [3.41424, 0.13628, 0.72033], [3.20402, 1.44961, -1.03069], [1.36554, -0.49872, -0.05468], [2.39305, -0.33689, 0.46850], [-0.41968, 2.56600, -0.06793], [-3.65191, -2.28742, 0.37738], [-2.03955, -3.17255, -1.55428], [-2.55201, -0.78670, 2.03986], [0.17226, -2.03193, -1.79937], [-0.42867, 0.06845, 1.94418], [4.61969, 1.75929, 0.57919], [3.39351, 2.13047, -1.67399], [0.25842, 2.29955, 1.02750]], "mulliken_charge": [-0.22, -0.60, -0.76, -0.10, 0.09, 0.16, 0.15, -0.89, -0.47, -0.14, 1.19, -0.21, 0.29, 0.37, 0.47, 0.33, 0.46, 0.42, 0.23, 0.24]}

=====

(10)
{"formula": "C7H8ClNO4S", "method": "ωB97M-V/def2-TZVPD", "charge": 0, "multiplicity": 1, "de_lowest_kj_mol": 228.1, "homo_energy_ev": -9.52, "e_lumo_ev": -0.8, "smiles": "C[C@@]1(S(=O)(=O)Cl)C=CC=C[C@H]1[N+](=O)[O-]", "elements": ["C", "C", "C", "C", "C", "C", "C", "N", "O", "O", "O", "O", "S", "Cl", "H", "H", "H", "H", "H", "H", "H", "H"], "coordinates": [[-0.74947, -1.57433, 1.52405], [0.35365, -0.76936, 1.99497], [-1.40489, -1.32905, 0.38948], [0.92164, 0.18996, 1.25743], [-1.08223, -0.20149, -0.52241], [0.54876, 0.44808, -0.13707], [0.77373, 1.82476, -0.67806], [-2.06195, 0.90041, -0.35837], [-2.78518, 1.12194, -1.29456], [-2.06790, 1.48468, 0.69540], [1.14801, -2.09347, -0.85044], [2.98286, -0.46579, -0.84037], [1.60215, -0.75674, -1.05319], [1.20192, -0.31607, -3.01003], [-1.06314, -2.39784, 2.14749], [0.70314, -0.94943, 2.99912], [-2.25149, -1.93089, 0.09072], [1.74238, 0.77876, 1.63983], [-1.04385, -0.48314, -1.57335], [0.49043, 1.90096, -1.72694], [1.83388, 2.06040, -0.59027], [0.20754, 2.55764, -0.10344]], "mulliken_charge": [-0.24, -0.24, -0.71, -1.06, -0.15, 1.11, -1.94, 1.05, -0.63, -0.56, -0.50, -0.58, 1.15, -0.22, 0.44, 0.43, 0.42, 0.37, 0.45, 0.47, 0.46, 0.46]}

=====

Sequential DFT total energy output: -24483.3855; -855634.6561; -149513.4254; -94415.0293; -97505.3479; -21401.3003; -22877.8785; -25859.6026; -25859.7676; -40421.9956 eV